Here is a gas-phase ion, C2H5N2S (charge +1) in a non-equilibrium geometry from the Open Molecules 2025 dataset. Energies are from ωB97M-V with the def2-TZVPD basis set.

Output
LUMO (eV): -4.8673
Energy relative to the best compared isomer or geometry (same formula, charge and spin) (kJ/mol): 120.1
HOMO (hartree): -0.5264
Total charge: +1
HOMO-LUMO gap (eV): 9.457

Atoms and positions in Å:
C1 -1.97 0.36 0.02
C2 0.89 -0.77 0.03
N1 1.69 0.20 0.11
N2 -3.20 0.27 -0.01
S1 -0.76 -1.23 -0.06
H1 -1.27 1.18 0.06
H2 1.38 -1.71 -0.17
H3 1.57 1.17 0.07
H4 2.66 0.03 0.05
H5 -3.83 -0.53 0.15

Here is a molecular structure, C59H80GeHgN12 from the Open Molecules 2025 dataset. Energies are from ωB97M-V with the def2-TZVPD basis set.

Output
LUMO (eV): 3.8450
Energy relative to the best compared isomer or geometry (same formula, charge and spin) (kJ/mol): 134.9
HOMO (hartree): -0.0249
Total charge: -2
HOMO-LUMO gap (eV): 4.522

Atoms and positions in Å:
Hg1 -0.32 -1.22 0.21
C1 -3.05 4.21 0.17
C2 -2.34 3.39 1.25
C3 -3.30 2.72 2.20
C4 -3.84 3.43 3.27
C5 -4.71 2.83 4.16
C6 -5.05 1.50 3.97
C7 -4.56 0.76 2.90
C8 -4.94 -0.70 2.78
C9 -6.36 -0.91 2.27
C10 -3.68 1.39 1.99
N1 -3.11 0.69 0.93
C11 -3.83 0.26 -0.03
C12 -3.37 -0.50 -1.14
C13 -4.15 -0.89 -2.24
C14 -3.32 -1.62 -3.09
C15 -2.07 -1.65 -2.46
N2 -2.09 -0.97 -1.29
H1 -3.74 3.58 -0.40
H2 -3.63 5.03 0.62
H3 -2.33 4.64 -0.53
H4 -1.67 4.04 1.82
H5 -1.72 2.63 0.77
H6 -3.54 4.46 3.41
H7 -5.12 3.38 5.00
H8 -5.72 1.00 4.68
H9 -4.84 -1.16 3.76
H10 -4.23 -1.21 2.12
H11 -7.09 -0.43 2.93
H12 -6.60 -1.98 2.22
H13 -6.49 -0.49 1.27
H14 -4.91 0.51 -0.07
H15 -5.20 -0.65 -2.38
H16 -3.57 -2.09 -4.02
H17 -1.17 -2.16 -2.78
N3 -1.89 -3.55 4.12
C16 -2.34 -4.58 3.33
C17 -2.51 -4.06 2.09
N4 -2.17 -2.73 2.08
C18 -1.79 -2.46 3.30
C19 -1.32 -1.15 3.74
N5 -0.73 -0.27 2.98
C20 -0.48 0.82 3.79
C21 -0.93 0.58 5.05
N6 -1.46 -0.69 5.02
H18 -1.51 -3.64 5.04
H19 -2.44 -5.59 3.70
H20 -2.82 -4.56 1.19
H21 -0.03 1.71 3.40
H22 -0.94 1.18 5.94
H23 -1.94 -1.15 5.77
C22 2.18 2.51 -2.19
Ge1 0.56 2.20 -1.00
C23 -0.80 2.87 -2.39
C24 -0.53 3.60 -3.56
C25 -1.50 3.87 -4.51
C26 -2.80 3.40 -4.33
C27 -3.09 2.65 -3.20
C28 -2.11 2.40 -2.25
C29 0.92 3.81 0.27
C30 1.11 3.38 1.57
C31 1.65 4.19 2.59
C32 2.05 5.47 2.31
C33 1.86 5.99 1.01
C34 2.22 7.33 0.69
C35 1.97 7.85 -0.55
C36 1.33 7.06 -1.53
C37 0.99 5.76 -1.25
C38 1.26 5.17 0.01
H24 2.39 3.57 -2.36
H25 2.01 2.03 -3.16
H26 3.05 2.06 -1.73
H27 0.49 3.94 -3.75
H28 -1.25 4.44 -5.40
H29 -3.56 3.60 -5.08
H30 -4.09 2.24 -3.06
H31 -2.34 1.79 -1.39
H32 0.85 2.35 1.80
H33 1.78 3.79 3.59
H34 2.50 6.10 3.07
H35 2.69 7.93 1.46
H36 2.25 8.87 -0.77
H37 1.10 7.48 -2.50
H38 0.49 5.15 -1.99
C39 1.71 -2.21 3.19
C40 2.18 -3.50 2.52
C41 3.20 -3.27 1.40
C42 1.10 -4.45 2.03
C43 0.97 -5.64 2.75
C44 0.32 -6.77 2.27
C45 -0.11 -6.71 0.94
C46 -0.03 -5.57 0.17
C47 -0.50 -5.68 -1.27
C48 0.49 -5.08 -2.28
C49 -1.90 -5.10 -1.48
C50 0.42 -4.29 0.74
N7 0.23 -3.23 -0.02
H39 2.56 -1.62 3.55
H40 1.08 -2.45 4.05
H41 1.14 -1.58 2.51
H42 2.71 -4.06 3.31
H43 2.70 -2.81 0.54
H44 3.60 -4.23 1.07
H45 4.04 -2.64 1.73
H46 1.47 -5.69 3.71
H47 0.23 -7.67 2.86
H48 -0.52 -7.61 0.48
H49 -0.56 -6.76 -1.48
H50 0.52 -4.00 -2.15
H51 0.17 -5.32 -3.30
H52 1.49 -5.48 -2.13
H53 -1.93 -4.07 -1.13
H54 -2.65 -5.69 -0.94
H55 -2.18 -5.11 -2.54
C51 5.44 0.52 -0.44
C52 4.76 1.10 0.80
C53 5.11 2.59 0.93
C54 5.23 0.35 2.06
N8 3.31 1.06 0.64
N9 2.71 -0.18 0.32
H56 6.52 0.68 -0.38
H57 5.05 1.01 -1.33
H58 5.26 -0.55 -0.53
H59 6.18 2.73 1.08
H60 4.58 3.03 1.79
H61 4.78 3.12 0.04
H62 6.32 0.40 2.16
H63 4.95 -0.70 2.01
H64 4.78 0.79 2.95
H65 2.85 1.42 1.46
H66 3.23 -0.98 0.67
H67 2.56 -0.26 -0.68
C55 3.90 -1.15 -4.39
N10 2.77 -1.82 -3.76
C56 3.14 -2.46 -2.51
C57 1.59 -1.04 -3.70
N11 1.08 -0.74 -2.58
N12 1.12 -0.66 -4.95
C58 -0.01 0.25 -4.99
C59 1.15 -1.59 -6.06
H68 4.28 -0.33 -3.78
H69 3.61 -0.75 -5.36
H70 4.70 -1.88 -4.55
H71 3.73 -1.79 -1.87
H72 3.74 -3.34 -2.73
H73 2.25 -2.75 -1.95
H74 0.17 -0.30 -2.64
H75 0.13 1.07 -4.28
H76 -0.96 -0.25 -4.75
H77 -0.08 0.68 -5.99
H78 1.90 -2.36 -5.87
H79 1.39 -1.07 -6.99
H80 0.18 -2.09 -6.18